(1)
Here is C2H3NO6S in the gas phase at a distorted geometry from the Open Molecules 2025 dataset. Energies are from ωB97M-V with the def2-TZVPD basis set.

```
13
Properties=species:S:1:pos:R:3:mulliken_charge:R:1
N 0.803 -1.171 0.803 -0.48
C -0.065 -0.158 0.733 0.88
O -0.793 -0.108 1.889 -0.53
O -1.078 -0.176 -0.346 -0.37
S -0.389 0.175 -1.741 1.16
O -1.394 0.900 -2.419 -0.53
O 0.279 -0.853 -2.453 -0.54
O 0.810 0.960 -1.078 -0.25
C 0.608 1.118 0.295 0.27
O 0.824 2.118 0.903 -0.45
H 1.114 -1.722 0.029 0.24
H 0.632 -1.705 1.591 0.25
H -1.350 0.621 1.794 0.35
```

Calculated values
Orbital gap ... 11.5626 eV
HOMO level ... -0.411 hartree
Electronic energy ... -26731.715 eV

***

(2)
Here is a molecular structure, C6H8NO2P at a distorted geometry from the Open Molecules 2025 dataset. Energies are from ωB97M-V with the def2-TZVPD basis set.

```
18
Properties=species:S:1:pos:R:3:mulliken_charge:R:1
C -1.243 -3.706 -1.616 0.28
C -0.807 -2.621 -1.437 -0.91
C -0.572 -0.873 -0.015 -0.68
C -0.185 -1.361 -1.212 0.81
C -1.540 1.304 0.394 -0.99
C 2.370 0.601 -0.096 -0.69
N -0.358 0.479 0.298 0.09
O 0.657 2.536 -1.158 -0.64
O 0.575 -0.729 -1.989 -0.70
P 0.813 1.148 -0.665 0.75
H -1.757 -4.603 -1.937 0.45
H -1.437 -1.280 0.678 0.25
H -1.236 2.341 0.392 0.37
H -2.195 1.216 -0.373 0.36
H -1.956 0.921 1.437 0.34
H 2.553 1.202 0.903 0.29
H 2.321 -0.459 0.001 0.32
H 2.964 1.088 -0.894 0.30
```

Calculated values
Energy above the lowest of the compared OMol25 structures with the same formula, charge and spin ... 376.13 kJ/mol
Orbital gap ... 7.9938 eV
HOMO level ... -0.291 hartree
Electronic energy ... -21222.023 eV

***

(3)
Here is C21H26N4O3 in the gas phase from the Open Molecules 2025 dataset. Energies are from ωB97M-V with the def2-TZVPD basis set.

```
54
Properties=species:S:1:pos:R:3:mulliken_charge:R:1
O 4.562 -1.006 -1.828 -0.70
C 3.897 -0.334 -1.073 0.55
N 4.409 0.528 -0.133 -0.07
C 5.746 0.816 0.153 0.76
C 6.811 0.255 -0.546 -0.43
C 8.108 0.593 -0.206 -0.60
C 8.364 1.484 0.823 -0.49
C 7.305 2.042 1.519 -0.51
C 6.005 1.713 1.188 -0.58
N 2.520 -0.318 -1.039 -0.04
C 1.624 -1.058 -1.784 0.32
C 2.027 -2.104 -2.617 -0.60
C 1.096 -2.857 -3.298 -0.59
C -0.260 -2.595 -3.157 -0.97
C -0.670 -1.546 -2.361 -0.61
C 0.249 -0.744 -1.685 0.75
C -0.202 0.407 -0.864 0.92
O 0.444 0.858 0.082 -0.84
N -1.365 0.975 -1.244 -0.16
C -2.014 2.025 -0.496 -1.00
C -3.342 1.552 0.094 -0.16
C -3.121 0.448 1.143 -0.99
N -4.306 -0.190 1.671 0.10
C -5.046 -1.000 0.724 -0.39
C -6.076 -1.823 1.502 -0.79
O -6.954 -0.992 2.223 -0.38
C -6.238 -0.175 3.120 -0.74
C -5.212 0.689 2.384 -0.50
H 3.744 1.018 0.450 0.07
H 6.616 -0.438 -1.345 0.44
H 8.928 0.153 -0.754 0.35
H 9.380 1.741 1.081 0.38
H 7.491 2.738 2.323 0.36
H 5.181 2.151 1.734 0.31
H 2.044 0.307 -0.384 0.28
H 3.079 -2.315 -2.706 0.46
H 1.425 -3.668 -3.930 0.40
H -0.991 -3.207 -3.664 0.40
H -1.731 -1.374 -2.239 0.24
H -1.855 0.612 -2.044 0.23
H -2.181 2.885 -1.153 0.37
H -1.325 2.316 0.301 0.40
H -3.844 2.405 0.553 0.28
H -3.978 1.176 -0.711 0.27
H -2.501 -0.341 0.708 0.33
H -2.573 0.871 1.990 0.34
H -4.355 -1.671 0.210 0.32
H -5.581 -0.390 -0.025 0.29
H -6.698 -2.411 0.823 0.36
H -5.547 -2.497 2.193 0.39
H -6.979 0.446 3.627 0.36
H -5.715 -0.802 3.858 0.36
H -4.643 1.279 3.104 0.42
H -5.751 1.372 1.704 0.33
```

Calculated values
Energy above the lowest of the compared OMol25 structures with the same formula, charge and spin ... 95.68 kJ/mol
Orbital gap ... 8.6313 eV
HOMO level ... -0.297 hartree
Electronic energy ... -34303.241 eV

***

Number 1: LUMO level 0.37 eV. Number 2: LUMO level 0.08 eV. Number 3: LUMO level 0.55 eV.